(1)
{"formula": "C8H80ClFO34Si2", "method": "ωB97M-V/def2-TZVPD", "species": ["Cl", "Si", "Si", "F", "O", "O", "O", "O", "O", "O", "O", "O", "O", "O", "O", "O", "O", "O", "O", "O", "O", "O", "O", "O", "O", "O", "O", "O", "O", "O", "O", "O", "O", "O", "O", "O", "O", "O", "C", "C", "C", "C", "C", "C", "C", "C", "H", "H", "H", "H", "H", "H", "H", "H", "H", "H", "H", "H", "H", "H", "H", "H", "H", "H", "H", "H", "H", "H", "H", "H", "H", "H", "H", "H", "H", "H", "H", "H", "H", "H", "H", "H", "H", "H", "H", "H", "H", "H", "H", "H", "H", "H", "H", "H", "H", "H", "H", "H", "H", "H", "H", "H", "H", "H", "H", "H", "H", "H", "H", "H", "H", "H", "H", "H", "H", "H", "H", "H", "H", "H", "H", "H", "H", "H", "H", "H"], "positions_angstrom": [[-0.70062, 1.48473, 4.16130], [-2.45311, 0.97039, 3.02855], [-1.34786, 1.03938, 0.32480], [-2.63451, -0.78858, 3.05297], [-3.46591, -2.71148, -0.22822], [1.07651, 0.69049, -6.49087], [-5.79010, -6.41699, 1.90202], [1.88722, 3.68088, -2.27615], [4.67651, -6.46084, 4.23478], [-5.33085, 2.16600, 4.71091], [-4.59010, -6.59255, -0.67736], [4.27240, 6.53803, 2.94036], [-1.21232, 5.36743, -8.00921], [-7.34033, -4.98727, 3.94018], [3.22864, 3.15745, 3.65685], [6.47481, 3.80512, 3.65522], [0.60770, 5.00009, 4.73475], [2.59087, -3.90937, 0.91469], [-3.45484, -4.60853, 1.39915], [1.37651, 8.90065, -10.78237], [-7.07052, -0.58056, -3.53567], [-6.29077, -0.80241, 4.17412], [5.87651, 2.02114, -6.27158], [-1.15257, 2.64720, -2.62233], [2.64337, -0.15365, 6.96765], [-1.12760, 2.69975, -5.96818], [-5.48233, -9.64262, 1.77396], [3.54282, 3.15532, -4.80157], [-4.34150, -0.20625, -3.44852], [-1.05676, -2.00250, -4.04334], [7.10990, -0.06768, -1.62586], [-1.87592, -6.07767, 3.57888], [1.48726, 4.09608, -7.01550], [2.47071, -4.09817, 3.93564], [5.27651, -0.91491, 0.84696], [1.77996, -3.89808, 7.06858], [1.33661, 6.86947, -8.23548], [-2.53849, 1.70279, 1.43350], [-3.25842, -1.24108, -0.15494], [1.53618, 1.64465, -0.30745], [1.04075, -0.17839, 1.57581], [2.20058, -0.84516, 3.92083], [-3.01209, -3.38398, 0.99889], [2.39529, -0.02420, 2.48832], [0.49542, 1.23554, 0.93397], [-1.68749, -0.77755, -0.23883], [-1.30622, 2.97020, -3.52281], [5.95887, 1.52309, -5.44457], [2.02990, -3.82635, 6.13521], [4.88624, 5.80345, 3.08999], [-3.84446, -0.77288, 0.74962], [-2.53683, -5.79451, 2.92941], [-2.00067, 2.31218, -5.80543], [2.91917, -0.53903, 7.81276], [1.45996, 0.92102, -1.22634], [-0.68502, -2.76660, -3.57760], [-1.38744, -0.82184, -1.39333], [3.26169, -4.58878, 0.74925], [3.92869, 3.81821, 3.76767], [3.08455, -4.83274, 4.08526], [1.59763, -4.48573, 4.09839], [4.75887, -6.95889, 5.06179], [-1.40104, 5.38733, -8.95936], [5.35887, -1.41296, 1.67398], [-3.89005, -5.93179, -0.56654], [-5.04331, -9.66821, 0.91050], [0.63350, 4.50037, -7.23134], [-7.90398, -5.43951, 4.58560], [1.57221, -1.84250, 3.73564], [3.28309, -1.12470, 4.31228], [-5.71639, -8.70960, 1.89006], [2.88192, 3.43849, -5.45104], [0.54555, 2.14759, 1.68648], [-5.63924, 2.99214, 5.11236], [-1.43197, 1.86457, -0.90807], [1.62707, -0.19716, 4.73570], [-0.99733, -1.58444, 0.28634], [1.62259, 8.26038, -11.46680], [-4.39663, -1.09174, -3.83794], [1.15887, 0.19244, -5.66386], [2.61988, 1.65125, 0.17164], [-1.92867, 4.82981, -7.63941], [6.12259, 1.38087, -6.95602], [1.22034, 7.64246, -7.66297], [7.80995, 0.59307, -1.51504], [-3.60529, 1.51607, 3.79064], [6.55718, 3.30707, 4.48223], [-6.11570, 1.81595, 4.26322], [-3.78368, -0.80512, -1.13374], [2.75687, 3.17200, 4.50303], [-5.32857, -0.90217, 4.11763], [4.38947, 3.30528, -5.24841], [4.92259, -7.10111, 3.55035], [-0.51376, 1.96517, -5.81856], [-5.09005, -5.75623, 2.01284], [1.45887, 8.40261, -9.95536], [2.49543, 0.78151, 7.17391], [6.72090, 3.16485, 2.97079], [-1.02928, -5.92772, 3.13204], [-6.42777, -0.31838, 5.00220], [1.33631, 2.77326, -0.63746], [2.20541, -4.16344, 1.76654], [-6.69877, -1.34465, -3.06993], [2.32623, 3.65528, -3.13961], [1.54811, -2.99124, 7.31926], [-5.19526, 0.19805, -3.66435], [-2.17532, -2.91083, 1.69572], [0.55257, 4.11460, 4.34532], [1.90102, 6.27671, -7.71680], [-0.24606, 5.40439, 4.51891], [-7.29771, -4.07530, 4.26490], [5.52259, -1.55519, 0.16253], [-5.06188, -6.57800, 0.16881], [2.71182, 1.10405, 2.68288], [0.15627, -0.66910, 2.20690], [1.43213, 3.21059, -7.40493], [3.29031, -0.57283, 1.93057], [3.39933, 6.15046, 3.10312], [1.32259, 0.05022, -7.17531], [1.23550, -0.94962, 0.68661], [1.65315, 4.61389, -2.16006], [-0.28833, 3.01597, -2.38557], [-1.90025, -1.84225, -3.59431], [6.63812, -0.05313, -0.77969], [-7.91401, -0.42031, -3.08664], [-6.26188, -6.40244, 2.74819]], "forces_ev_per_angstrom": [[-1.3, -0.6, -1.0], [-0.6, -0.3, -1.0], [1.0, 0.8, -0.9], [0.6, 3.4, -0.3], [1.5, -1.2, 4.4], [0.1, -0.4, 0.0], [0.1, -0.1, 0.4], [-0.2, 0.9, -0.6], [0.0, -0.4, 0.0], [-0.7, 0.3, 0.2], [0.3, 0.1, -0.1], [-0.1, -0.5, 0.2], [-0.4, -0.3, -0.1], [-0.3, 0.1, 0.5], [0.0, 0.3, 0.4], [0.0, -0.3, 0.1], [-0.3, -0.2, -0.2], [0.1, -0.4, -0.1], [2.4, 7.6, -3.1], [0.1, -0.3, -0.1], [-0.3, -0.2, 0.3], [0.2, 0.2, 0.2], [0.2, -0.4, 0.0], [0.1, 0.5, -0.8], [0.1, 0.2, 0.6], [-0.5, -0.2, 0.3], [0.0, 0.1, -0.3], [-0.1, 0.3, -0.1], [0.2, -0.3, -0.1], [-0.1, -0.2, 0.3], [0.2, 0.2, 0.3], [0.3, 0.1, -0.2], [0.2, -0.2, -0.1], [-0.4, -0.5, 0.1], [0.4, -0.3, -0.1], [0.0, 0.3, -0.1], [0.3, 0.5, 0.3], [1.8, -3.1, 2.6], [-0.1, 2.0, -1.1], [-0.4, 1.0, 1.1], [-0.4, 0.1, 0.0], [0.0, 0.3, -0.3], [-2.0, -4.7, 0.7], [0.2, -1.0, 0.3], [1.3, -0.3, -0.1], [-0.4, -2.1, -0.7], [0.1, -0.1, 0.1], [-0.1, 0.1, -0.2], [0.1, 0.1, 0.2], [0.0, 0.3, -0.1], [1.3, -1.2, -1.6], [0.1, 0.0, 0.0], [0.3, 0.1, -0.1], [0.0, 0.1, -0.3], [0.2, 1.4, 1.8], [-0.1, 0.2, -0.2], [-0.5, 0.2, 2.4], [-0.3, 0.3, 0.0], [0.0, -0.3, -0.1], [0.2, -0.1, 0.0], [0.1, 0.1, 0.0], [-0.1, 0.2, -0.2], [0.2, 0.1, 0.3], [-0.1, 0.2, -0.2], [-0.3, -0.2, 0.1], [-0.2, 0.1, 0.3], [-0.2, 0.0, 0.0], [0.2, 0.1, -0.2], [1.5, 2.2, 0.4], [-2.4, 0.5, -0.5], [0.2, -0.1, -0.1], [0.0, 0.0, -0.1], [0.0, -2.0, -1.3], [0.2, -0.2, -0.1], [-0.5, -0.3, 0.9], [1.3, -1.5, -1.8], [-1.4, 1.8, -0.9], [-0.1, 0.3, 0.3], [0.0, 0.4, 0.0], [0.0, 0.2, -0.1], [-2.2, -0.3, -1.2], [0.3, 0.1, 0.0], [-0.1, 0.3, 0.2], [-0.1, -0.3, -0.1], [-0.3, -0.3, -0.1], [0.6, -0.5, -0.4], [0.0, 0.2, -0.2], [0.3, 0.0, 0.0], [1.0, -1.2, 2.2], [0.2, 0.0, -0.3], [-0.2, 0.0, 0.0], [-0.2, -0.1, 0.1], [-0.1, 0.3, 0.2], [0.1, 0.1, -0.3], [-0.1, 0.0, 0.0], [0.0, -0.1, -0.2], [0.0, -0.3, -0.1], [-0.2, 0.2, 0.2], [-0.4, -0.1, 0.1], [0.1, -0.2, -0.2], [0.4, -3.0, 0.8], [0.3, 0.3, 0.0], [-0.1, 0.2, -0.1], [0.3, -0.2, -0.1], [0.0, -0.3, -0.1], [0.1, -0.1, 0.1], [-1.9, -0.4, -1.8], [0.0, 0.3, 0.0], [-0.1, -0.1, -0.2], [0.3, -0.1, 0.1], [0.1, -0.2, -0.2], [-0.2, 0.1, 0.2], [0.0, 0.0, -0.2], [-0.9, -2.5, -0.5], [1.9, 0.9, -1.0], [0.0, 0.2, 0.2], [-2.1, 1.4, 1.1], [0.2, 0.2, -0.1], [-0.2, 0.3, 0.2], [-0.3, 1.7, 1.8], [0.2, -0.2, 0.0], [0.1, -0.1, -0.1], [0.3, 0.1, -0.2], [0.0, 0.1, -0.1], [0.3, 0.0, -0.2], [0.0, 0.3, -0.3]], "e_tot_ev": -110205.55252, "orbital_gap_ev": 9.185, "spin_multiplicity": 1}


(2)
{"formula": "C2H4BrNO3", "method": "ωB97M-V/def2-TZVPD", "species": ["Br", "O", "O", "O", "N", "C", "C", "H", "H", "H", "H"], "positions_angstrom": [[1.94632, 1.12814, 0.07713], [-0.10850, 0.32640, 1.65932], [1.14327, -2.16832, 0.53409], [0.18668, -1.71020, -1.34415], [0.55211, -1.44989, -0.20335], [0.15642, 0.42909, 0.38568], [-0.93460, 0.71760, -0.62619], [-0.95596, -0.02557, -1.35954], [-1.80951, 0.84426, -0.07857], [-0.80505, 1.67648, -1.26850], [0.62881, 0.23199, 2.22409]], "forces_ev_per_angstrom": [[-0.4, 0.1, -0.1], [-2.7, 0.4, -0.6], [0.5, -0.5, 0.8], [0.4, -0.1, 0.9], [-1.2, 2.1, -1.2], [1.6, -2.1, -2.0], [1.9, 3.2, -0.1], [-0.2, -1.5, -0.8], [-1.8, -0.1, 0.8], [0.3, -1.3, 1.5], [1.7, -0.3, 0.8]], "e_tot_ev": -79809.89499, "orbital_gap_ev": [9.852, 9.851], "relative_energy_kcal_mol": 29.67, "spin_multiplicity": 1}


(3)
{"formula": "C18H35F10NO6PS", "method": "ωB97M-V/def2-TZVPD", "species": ["S", "P", "F", "F", "F", "F", "F", "F", "F", "F", "F", "F", "O", "O", "O", "O", "O", "O", "N", "C", "C", "C", "C", "C", "C", "C", "C", "C", "C", "C", "C", "C", "C", "C", "C", "C", "C", "H", "H", "H", "H", "H", "H", "H", "H", "H", "H", "H", "H", "H", "H", "H", "H", "H", "H", "H", "H", "H", "H", "H", "H", "H", "H", "H", "H", "H", "H", "H", "H", "H", "H", "H"], "positions_angstrom": [[-0.75301, 2.77313, 3.37457], [-1.48145, 0.18868, -5.08767], [1.23559, 1.22529, 1.29978], [3.10279, 1.54288, 2.56825], [-0.90036, 2.37429, 5.00692], [-1.09193, 1.19043, 2.99235], [-2.30673, 1.51323, -1.39600], [-2.39625, 3.07374, 3.36941], [-0.70733, 3.28401, 1.78907], [1.70769, 3.62050, 4.13935], [1.29862, 1.40036, 4.39316], [-0.52634, 4.37578, 3.88241], [-5.89641, 2.06199, 3.18196], [-0.16245, -5.36578, 0.76809], [-0.51802, 1.58943, -5.38391], [-0.62783, -1.10563, -5.81243], [3.98467, -3.82656, 0.52786], [2.33713, -4.11629, -1.10341], [1.05585, 0.68748, -2.38894], [1.86891, 2.18348, 2.15591], [1.08493, 2.50091, 3.51063], [0.68940, 3.21151, -2.29125], [1.20943, 4.03391, -1.02055], [0.21027, -6.65167, 1.25464], [-1.37773, 1.47419, -2.52435], [1.83152, -1.64494, -1.57390], [-1.57366, 0.01293, -3.19383], [2.43501, 3.29406, -0.23116], [-0.63296, -1.14433, -2.57136], [0.08875, 1.75471, -1.93906], [1.33649, -3.05899, -0.99623], [0.61045, -0.59128, -1.70261], [2.37203, 3.50887, 1.35500], [-4.75494, -0.00911, 3.64857], [-5.56737, 0.78671, 2.64627], [3.62014, -3.66391, -0.65984], [1.65563, -6.64026, 1.71059], [1.09399, 0.58611, -3.42793], [-0.17958, 3.82623, -2.74523], [1.45648, 3.09803, -3.13377], [-6.49943, 0.26841, 2.41187], [-3.83025, 0.51798, 3.90226], [1.95234, -7.62020, 2.09168], [1.02721, -2.87532, 0.10233], [1.62102, 5.03477, -1.42927], [0.42113, -5.15507, 0.02614], [2.30569, -1.71784, -2.61662], [-1.75086, 2.30692, -3.23248], [2.59807, -1.13819, -0.86689], [-1.15051, 2.34157, -5.47021], [4.30874, -3.17271, -1.43327], [-5.31325, -0.13847, 4.57907], [2.03160, 0.84880, -2.08427], [-0.45097, -6.90237, 2.08648], [0.29420, -1.11866, -5.43732], [3.43196, 3.74405, 1.74123], [-1.23221, -1.87194, -1.90153], [0.36852, 4.33366, -0.28734], [-5.06769, 2.51852, 3.37858], [1.68694, 4.37705, 1.65055], [-4.50025, -0.99440, 3.25005], [0.23307, -0.41547, -0.63364], [-2.66191, -0.29435, -2.95049], [-5.00818, 0.92992, 1.71531], [3.38444, 3.84926, -0.59198], [2.57367, 2.20580, -0.54542], [0.39570, -3.47042, -1.51237], [1.80385, -5.89605, 2.49730], [-0.16595, -1.82308, -3.38743], [-0.01517, 1.72864, -0.78725], [2.31969, -6.36807, 0.88517], [0.05740, -7.38684, 0.45841]], "forces_ev_per_angstrom": [[-3.9, 1.6, 3.0], [-1.5, 0.1, -2.2], [0.7, 1.9, 1.9], [-2.8, 1.0, -0.7], [0.2, 0.6, -2.8], [1.0, 2.6, 0.0], [1.7, 0.1, -1.5], [2.7, -0.5, -0.3], [0.3, -1.2, 2.1], [-1.5, -2.8, -1.9], [-0.8, 2.6, -2.3], [-0.7, -2.5, -1.4], [-0.1, 0.1, -0.1], [-0.2, 0.4, -0.2], [-0.5, -1.0, 1.1], [0.9, 2.3, 2.6], [-1.6, 0.7, -5.1], [1.0, 2.0, 0.3], [-0.1, -0.8, 1.2], [2.9, -0.1, -1.0], [3.2, -1.4, 2.2], [-1.3, 0.3, -0.2], [0.8, 0.1, -0.2], [0.4, -0.1, -0.1], [-1.0, -0.8, 0.3], [-0.4, 1.0, -0.6], [1.0, -0.3, 1.4], [0.2, 1.5, -0.5], [0.7, -0.7, 0.6], [-0.6, 2.5, 0.6], [-0.8, 0.7, 0.5], [-1.0, -2.7, 0.2], [-0.3, -0.6, 0.2], [0.0, -0.2, 0.0], [0.3, 0.2, 0.3], [0.9, -0.8, 4.1], [0.1, 0.0, 0.1], [-0.3, 0.2, 0.8], [1.4, -1.0, 0.6], [-0.8, 0.3, 1.3], [0.0, 0.2, 0.0], [0.0, -0.1, -0.1], [0.0, 0.1, 0.0], [0.7, -0.5, -1.5], [-0.7, -1.6, 0.7], [0.0, -0.3, 0.3], [-0.6, -0.3, 1.4], [0.8, -1.3, 1.3], [-1.1, -1.0, -1.0], [0.7, -0.8, -0.2], [-1.1, -0.8, 0.8], [0.0, 0.0, -0.1], [-0.6, 0.5, -0.1], [-0.1, 0.2, -0.2], [-0.9, -0.4, -0.8], [-1.8, -0.5, -0.4], [0.9, 1.4, -1.1], [1.1, -0.8, -1.3], [-0.2, -0.1, 0.0], [1.0, -1.2, -0.6], [0.0, 0.0, 0.1], [0.7, 0.5, -1.7], [1.7, 0.7, -0.8], [0.0, -0.2, -0.1], [-1.4, -1.1, 0.6], [-0.3, 1.4, 0.7], [1.6, 0.7, 0.5], [-0.1, -0.1, 0.0], [-0.9, 1.1, 1.1], [0.3, -0.4, -1.9], [0.0, -0.1, 0.0], [0.0, -0.1, 0.1]], "e_tot_ev": -80294.73165, "orbital_gap_ev": 7.991, "total_charge": 1, "spin_multiplicity": 1}


(4)
{"formula": "C18H12N5O11SW", "method": "ωB97M-V/def2-TZVPD", "species": ["W", "S", "O", "O", "O", "O", "O", "O", "O", "O", "O", "O", "O", "N", "N", "N", "N", "N", "C", "C", "C", "C", "C", "C", "C", "C", "C", "C", "C", "C", "C", "C", "C", "C", "C", "C", "H", "H", "H", "H", "H", "H", "H", "H", "H", "H", "H", "H"], "positions_angstrom": [[0.54772, -0.53146, -0.39045], [2.73922, -1.67666, 0.31355], [-0.72028, 3.62674, 4.32945], [0.57592, -1.23586, -2.08785], [-5.93028, -1.88206, -3.82015], [-4.76308, 1.84134, -0.99815], [-1.02908, 0.35234, -0.74675], [-0.25008, -2.15206, -0.20075], [-2.96878, 1.60214, 0.22945], [1.70042, 3.04334, 0.95395], [1.37082, 1.07654, -0.12605], [-4.48068, -3.43356, -4.21295], [1.43362, 3.10704, 4.31285], [-0.39748, -2.12066, -1.60105], [-0.65858, 0.51734, 3.69025], [-4.84678, -2.40086, -3.70335], [0.10332, -0.08626, 1.71315], [-3.71858, 1.29094, -0.70425], [1.25272, 1.93554, 0.92195], [5.52272, 1.37424, -1.53765], [-0.58928, -0.48326, 2.78745], [5.95232, 0.57344, -0.48555], [-2.61518, -2.29746, -2.65595], [-3.33178, 0.16394, -1.47255], [-3.87978, -1.71386, -2.86425], [0.31222, 2.87104, 3.99705], [-1.17178, -1.83046, 2.95805], [-1.99538, -0.32246, -1.35435], [5.10613, -0.37516, 0.04965], [3.40702, 0.21764, -1.58755], [0.49662, 1.23234, 1.97785], [0.01062, 1.60884, 3.21105], [-4.24198, -0.51836, -2.27675], [3.81482, -0.53496, -0.46935], [4.25532, 1.18444, -2.09105], [-1.70068, -1.59856, -1.89305], [2.44652, 0.00364, -2.08955], [6.17972, 2.13014, -1.94185], [5.40962, -0.99876, 0.87395], [-1.28168, -2.30006, 1.97795], [-1.57268, 3.41104, 3.92445], [-5.23778, -0.12216, -2.43425], [3.93502, 1.79194, -2.92275], [-2.13738, -1.77436, 3.45525], [-0.51878, -2.46616, 3.55935], [6.94352, 0.69854, -0.07775], [-2.37868, -3.25546, -3.09065], [-1.09968, 0.45644, 4.60015]], "forces_ev_per_angstrom": [[5.7, -0.3, 2.5], [-0.9, 0.9, -0.7], [-0.5, 0.6, 0.4], [0.9, 0.1, -2.8], [-0.3, 0.0, -0.1], [0.6, -0.2, 0.3], [-2.4, 0.7, -0.5], [-1.1, -2.1, 2.0], [-1.1, 0.0, -0.7], [-0.5, -1.1, -0.2], [0.5, 1.6, 0.2], [0.0, -0.3, -0.2], [-0.1, 0.1, 0.1], [-1.7, -2.0, -1.7], [0.0, 0.0, -0.1], [-0.1, -0.2, -0.1], [-0.5, 1.1, 1.6], [-0.3, 1.5, 1.0], [0.3, 1.4, 1.2], [-0.3, -0.1, 0.0], [0.4, -0.2, -1.1], [0.0, 0.0, 0.0], [-0.6, 0.4, 0.0], [1.6, -1.8, -0.8], [1.5, 0.1, 0.6], [0.2, -0.8, -0.4], [0.0, -0.2, 0.0], [-1.7, -0.2, -0.6], [-0.2, 0.1, -0.1], [0.1, -0.4, -0.2], [-0.6, -0.1, 0.9], [0.9, 0.3, -0.9], [0.1, 0.3, 0.3], [-0.2, -0.3, 0.0], [0.1, 0.0, 0.0], [-0.9, 0.8, 0.0], [0.8, 0.2, 0.2], [0.0, 0.0, 0.0], [0.1, 0.0, 0.2], [-0.1, 0.1, 0.2], [0.3, -0.2, -0.1], [0.1, 0.0, 0.1], [0.0, 0.0, -0.1], [-0.1, 0.0, 0.0], [0.0, 0.1, 0.0], [0.1, 0.0, 0.0], [0.0, -0.1, 0.0], [0.1, -0.1, -0.2]], "e_tot_ev": -61480.13076, "orbital_gap_ev": [5.276, 6.908], "total_charge": 1, "relative_energy_kcal_mol": 62.43, "spin_multiplicity": 1}